The following is a quantum chemistry calculation of CH4InO as an isolated structure, from the Open Molecules 2025 dataset.

Last column: natural (NBO) charge in e.
Cartesian coordinates (Å):
1 In 3.80391 -2.24250 -0.35827  1.552
2 C -0.85665 0.50487 -0.16977  -0.253
3 O 0.16663 -0.31268 0.38390  -0.116
4 H -0.97560 1.52107 0.20614  0.366
5 H -0.58185 0.50974 -1.22454  0.374
6 H -1.85468 0.06804 -0.13487  0.513
7 H 0.29824 -0.04854 1.29742  0.564

Energy above the lowest of the compared OMol25 structures with the same formula, charge and spin   22.65 kcal/mol
HOMO-LUMO gap   3.119 eV
Multiplicity   1
Calculated total energy   -304.221211 a.u.
Total charge   +3

The following is a quantum chemistry calculation of a 2-piece molecular cluster, H4N3P overall, from the Open Molecules 2025 dataset.

Last column: natural (NBO) charge in e.
Cartesian coordinates (Å):
1 N -2.69446 -0.52595 -0.01656  -0.046
2 N -1.57384 -0.57866 -0.33269  -0.311
3 N 1.18975 -0.09250 0.45955  -1.137
4 P 0.35186 0.91684 -0.62793  0.481
5 H -1.01696 -1.49871 -0.59805  0.310
6 H 0.32506 2.08391 0.29476  -0.071
7 H 1.63432 -0.79343 -0.16081  0.382
8 H 1.78427 0.48851 0.98172  0.393

Energy above the lowest of the compared OMol25 structures with the same formula, charge and spin   42.99 kcal/mol
HOMO-LUMO gap (spin up / spin down)   8.020 / 7.062 eV
Multiplicity   1
Calculated total energy   -507.889360 a.u.

The following is a quantum chemistry calculation of one molecule with the formula C22H39F2N2O5PSi, from the Open Molecules 2025 dataset.

Last column: Löwdin charge in e.
Cartesian coordinates (Å):
1 C -4.41850 1.79746 -5.91316  -0.075
2 C -3.76344 1.93844 -4.47629  -0.268
3 O -2.74335 2.93083 -4.37979  -0.163
4 C -1.48696 2.46402 -4.85006  -0.155
5 C -0.82055 1.35774 -3.90468  -0.272
6 C 0.74814 1.33286 -4.02866  -0.210
7 N 1.29523 -0.04758 -3.90544  -0.001
8 O -1.31190 1.38504 -2.55429  -0.071
9 C -0.91442 2.54136 -1.83659  -0.272
10 O -2.13709 3.28922 -1.51879  -0.087
11 N -3.17283 2.44384 -1.23149  -0.014
12 O -4.11229 3.12567 -0.98055  0.044
13 C -0.33036 2.06172 -0.44800  -0.378
14 O 1.04582 1.66563 -0.51809  -0.135
15 C 1.46413 0.92259 0.63010  -0.298
16 C 2.45170 1.71131 1.57962  -0.043
17 C 2.19731 -0.40461 0.16786  -0.396
18 F 1.64167 -0.73625 -1.09211  0.017
19 F 3.56492 -0.25822 -0.02798  0.055
20 C 1.90949 -1.63429 1.09696  -0.147
21 C 2.97653 -1.86853 2.23694  -0.225
22 Si 2.63794 -3.49869 3.22137  0.593
23 C 3.78943 -4.92066 2.71751  -0.197
24 C 3.08006 -3.06066 5.04803  -0.202
25 C 0.78332 -3.92450 3.20381  -0.232
26 C 0.05076 -3.98768 4.48713  -0.082
27 C -1.39017 -4.28195 4.53264  -0.084
28 C -2.13615 -4.49734 3.31017  -0.091
29 C -1.45564 -4.46202 2.01867  -0.076
30 C -0.03019 -4.17870 2.00858  -0.104
31 P -0.54735 3.27723 0.98142  0.955
32 C -2.08816 2.93076 1.98648  -0.289
33 C -0.42639 5.06594 0.43603  -0.287
34 H -4.07564 0.82218 -6.35748  0.072
35 H -5.52783 1.69715 -5.75110  0.076
36 H -4.14895 2.68174 -6.53628  0.082
37 H -3.46369 0.91764 -4.12786  0.119
38 H -4.58456 2.26953 -3.77956  0.117
39 H -0.78100 3.32386 -5.02960  0.135
40 H -1.62498 1.98433 -5.86622  0.134
41 H -1.16406 0.37275 -4.33542  0.152
42 H 0.99271 1.65466 -5.08433  0.117
43 H 1.27023 2.05580 -3.35190  0.115
44 H 0.61185 -0.65935 -3.45884  0.058
45 H 2.14757 -0.01371 -3.34561  0.058
46 H -0.25643 3.24215 -2.39981  0.170
47 H -0.92738 1.14006 -0.16638  0.144
48 H 0.59387 0.60572 1.27252  0.137
49 H 1.84263 2.12120 2.43309  0.058
50 H 2.91747 2.57700 1.05436  0.093
51 H 3.19286 1.01124 2.04495  0.070
52 H 0.90059 -1.51243 1.57331  0.117
53 H 1.89766 -2.54884 0.44826  0.114
54 H 3.98248 -1.98753 1.76352  0.088
55 H 2.91124 -1.04172 2.98687  0.076
56 H 3.53532 -5.91500 3.15715  0.037
57 H 3.91914 -4.99140 1.59852  0.037
58 H 4.81773 -4.65301 3.10502  0.041
59 H 3.25240 -3.96378 5.68160  0.040
60 H 2.19830 -2.48451 5.43765  0.026
61 H 3.95534 -2.36121 5.00925  0.037
62 H 0.53697 -3.80482 5.46701  0.078
63 H -1.90099 -4.31063 5.52616  0.097
64 H -3.23686 -4.69189 3.32860  0.098
65 H -2.00867 -4.61269 1.06401  0.099
66 H 0.46530 -4.12231 1.01367  0.087
67 H -1.87405 2.03038 2.62814  0.037
68 H -2.39602 3.77006 2.65513  0.045
69 H -2.98080 2.65734 1.36510  0.015
70 H -0.15536 5.69345 1.31688  0.034
71 H 0.26535 5.16335 -0.43441  0.044
72 H -1.45044 5.40322 0.09665  0.039

Energy above the lowest of the compared OMol25 structures with the same formula, charge and spin   0.00 kcal/mol
HOMO-LUMO gap   8.092 eV
Multiplicity   1
Calculated total energy   -2177.762476 a.u.
Structure (SMILES)   CCOC[C@@H](CN)O[C@@H](ON=O)[C@@H](O[C@H](C)C(F)(F)CC[Si](C)(C)c1ccccc1)P(C)C

The following is a quantum chemistry calculation of a 3-piece molecular cluster, C21H48N3O6 overall, from the Open Molecules 2025 dataset.

Last column: Löwdin charge in e.
Cartesian coordinates (Å):
1 C 5.23808 -3.57539 2.78035  -0.091
2 C 4.14278 -3.27163 1.75543  -0.411
3 C 4.64326 -3.51503 0.32376  -0.066
4 C 2.78711 -3.93729 2.04907  -0.152
5 C 2.62721 -5.42012 1.66828  -0.356
6 C 1.13191 -5.72964 1.47937  -0.068
7 C 3.16894 -6.34783 2.75674  -0.257
8 O 3.31580 -7.68271 2.35091  -0.265
9 N 4.04991 -7.81716 1.09492  -0.122
10 C 5.41907 -7.53290 1.39871  -0.368
11 C 6.22359 -8.15726 0.30386  -0.300
12 O 6.70984 -7.52644 -0.63199  -0.025
13 H 6.11134 -2.96115 2.54626  0.072
14 H 4.90325 -3.34840 3.79177  0.072
15 H 5.56789 -4.60980 2.71877  0.048
16 H 3.96429 -2.19445 1.84395  0.114
17 H 3.86214 -3.93571 -0.30857  0.069
18 H 4.96913 -2.58108 -0.13427  0.064
19 H 5.46916 -4.22428 0.28758  0.073
20 H 2.56906 -3.83614 3.11660  0.119
21 H 2.05797 -3.35694 1.48451  0.074
22 H 3.09558 -5.64323 0.71424  0.106
23 H 0.99761 -6.70593 1.02012  0.077
24 H 0.59999 -5.69946 2.43131  0.072
25 H 0.67589 -4.97648 0.83163  0.051
26 H 2.43135 -6.36257 3.56878  0.114
27 H 4.08554 -5.93425 3.20035  0.089
28 H 5.73557 -7.97287 2.36829  0.106
29 H 5.71524 -6.45655 1.43842  0.075
30 H 6.32564 -9.25931 0.32575  0.098
31 C -0.09960 3.37250 -0.50059  -0.116
32 O -1.12948 2.45488 -0.81200  -0.214
33 C -1.04133 1.88920 -2.11427  -0.221
34 C -0.62836 0.43330 -2.07648  -0.219
35 N 0.75634 0.27594 -1.65996  -0.050
36 C 1.16355 -1.09999 -1.36869  -0.188
37 C 0.44009 -1.86548 -0.26707  -0.221
38 O 0.69759 -1.39668 1.04278  -0.187
39 C -0.06517 -0.28397 1.45531  -0.099
40 H -0.39055 3.89839 0.40834  0.089
41 H 0.85530 2.87179 -0.31150  0.078
42 H 0.03625 4.10621 -1.30091  0.088
43 H -0.36338 2.47274 -2.74451  0.123
44 H -2.04102 1.94934 -2.55703  0.115
45 H -0.74279 0.01492 -3.08148  0.124
46 H -1.33281 -0.09085 -1.41643  0.106
47 H 0.92392 0.84334 -0.84090  0.067
48 H 2.22281 -1.07265 -1.10437  0.121
49 H 1.08599 -1.67934 -2.29426  0.120
50 H 0.82339 -2.88745 -0.29202  0.104
51 H -0.64171 -1.93658 -0.43820  0.115
52 H -1.07666 -0.30596 1.03949  0.087
53 H 0.41833 0.66247 1.19238  0.072
54 H -0.13776 -0.32328 2.54284  0.089
55 C -5.85497 8.79229 -2.05139  -0.118
56 O -6.46956 7.52704 -2.17577  -0.192
57 C -5.92331 6.69499 -3.19058  -0.219
58 C -5.14839 5.53077 -2.61107  -0.218
59 N -3.91642 5.96833 -1.97103  -0.046
60 C -3.23295 4.94498 -1.17814  -0.193
61 C -3.96524 4.31436 -0.00081  -0.216
62 O -4.18373 5.18546 1.09530  -0.176
63 C -5.31096 6.03011 0.99043  -0.105
64 H -6.48870 9.39899 -1.40644  0.087
65 H -4.86167 8.72856 -1.59361  0.077
66 H -5.76556 9.28871 -3.02218  0.086
67 H -5.29864 7.27725 -3.87480  0.120
68 H -6.76439 6.29683 -3.76498  0.120
69 H -4.89735 4.84138 -3.42325  0.124
70 H -5.81947 5.00145 -1.92152  0.105
71 H -4.11697 6.76047 -1.37644  0.068
72 H -2.32225 5.40507 -0.78794  0.117
73 H -2.91531 4.14385 -1.85046  0.105
74 H -3.32058 3.51888 0.37817  0.116
75 H -4.90677 3.83637 -0.29864  0.114
76 H -6.13510 5.54364 0.46196  0.088
77 H -5.06809 6.97474 0.49470  0.071
78 H -5.64069 6.26472 2.00317  0.087

HOMO-LUMO gap   3.860 eV
Multiplicity   1
Calculated total energy   -1444.449282 a.u.
Total charge   -1